Record 1
Formula: C13H12CeIN3O
Source: OMol25
Level of theory: the ωB97M-V functional and the def2-TZVPD basis

The geometry in XYZ format:
```
31
Properties=species:S:1:pos:R:3
Ce 3.9856 11.2349 5.8191
I 5.2823 9.4729 8.2809
O 6.4625 11.7753 5.7301
N 4.0453 9.1709 4.6462
N 4.1509 13.8213 5.3365
N 5.2999 11.4847 3.8111
C 6.0599 14.8527 4.2399
C 5.7767 7.6771 4.0279
C 5.2860 8.9859 4.1093
C 4.6616 11.6646 8.0663
C 5.1010 6.6109 4.6125
C 4.1852 16.1632 4.8392
C 5.5017 16.1025 4.3670
C 3.5967 15.0604 5.3867
C 5.3464 13.7148 4.7238
C 5.9842 10.1904 3.5938
C 3.3714 8.1416 5.2183
C 3.8543 6.8629 5.2299
C 5.8620 12.2687 4.7252
H 3.2849 6.0444 5.6568
H 5.6313 12.1824 8.1646
H 7.0668 14.7234 3.8864
H 6.1222 10.0317 2.5271
H 3.6631 17.1144 4.7618
H 6.7413 7.4531 3.6326
H 2.4084 8.3203 5.7286
H 6.9668 10.2324 4.1424
H 2.6383 15.1453 5.9199
H 6.0333 17.0071 4.1141
H 5.5150 5.6233 4.6157
H 4.0285 11.6621 8.9248
```

* E_HOMO (alpha / beta): -11.69 / -11.71 eV
* F_max: 2.47 eV Å⁻¹
* charge: +1
* HOMO-LUMO gap (alpha / beta): 8.20 / 8.25 eV
* 2S+1: 2



Record 2
Formula: C36H60F13N3O3S
Source: OMol25
Level of theory: the ωB97M-V functional and the def2-TZVPD basis

The geometry in XYZ format:
```
116
Properties=species:S:1:pos:R:3
S -4.5876 -0.9461 2.6268
F -3.4628 0.0091 -1.0821
F -5.0771 1.2774 1.2913
F -1.3193 1.4146 -0.4972
F -2.2111 -0.7789 0.5185
F -5.2187 0.3422 3.4304
F -5.4295 -0.5300 0.1801
F -4.0815 -2.3070 1.9282
F -4.7443 -1.7837 4.0096
F -3.1277 -0.4896 3.1326
F -6.1364 -1.3763 2.2794
F -3.1676 2.5565 -0.2964
F -0.9492 1.0979 2.2210
F -2.8356 2.3411 2.6420
O 3.4450 3.0716 5.3276
O 3.4035 4.3009 3.3697
O 2.0844 -0.4838 2.6218
N 0.5039 4.9882 -3.3404
N 1.1758 -1.9978 -4.4843
N -1.5101 -6.1082 5.2880
C 3.0926 3.2105 4.2083
C 4.5270 -0.7805 -1.3984
C 1.2254 -0.5825 -6.6142
C -2.2872 -3.8533 4.3611
C 2.2266 2.2116 3.2957
C -1.9485 4.3746 -3.7487
C 2.3591 4.4018 2.3912
C -1.5517 -5.1807 4.1645
C -1.0226 3.3434 1.4953
C 4.4180 -1.9748 1.2700
C -0.7671 -5.5935 6.4276
C -0.4769 -6.6398 7.4961
C 5.0987 -2.6546 0.1783
C -2.4335 1.5806 0.3208
C -3.1605 0.1590 0.2710
C -3.8379 -5.9734 6.3391
C 3.7859 -0.6960 0.9852
C 1.0878 4.0638 -4.3002
C -0.7636 4.5195 -2.7916
C 0.6802 -1.0999 -3.4495
C 3.3386 1.5881 2.3715
C 0.1818 -2.9618 -4.9300
C -1.8635 2.0089 1.7169
C -2.7682 -6.7749 5.5917
C 0.5430 6.3981 -3.7034
C 2.5274 4.3901 -4.6765
C 1.9690 -1.3657 -5.5283
C 2.9887 0.0955 2.0713
C 0.5281 3.0819 1.3373
C 0.7514 -4.0751 -5.7999
C -0.4490 -0.1362 -3.8193
C 5.1381 -2.0807 -1.1489
C -0.1361 6.8171 -5.0101
C 1.2583 3.3103 2.7196
C -4.5246 0.0517 1.0371
C 3.8448 -0.0823 -0.3288
H -1.0584 5.1730 -1.9632
H 0.1992 -5.2219 6.0730
H -1.2167 6.8981 -4.8956
H 0.1272 6.9919 -2.8835
H -2.3784 5.3415 -4.0094
H -0.2592 -3.4382 -4.0491
H 1.7682 1.5496 4.0725
H 5.6146 -2.5761 -2.0191
H 0.9010 3.8953 0.6523
H 1.8906 5.4104 2.2817
H 3.1654 4.4380 -3.7912
H 1.5912 6.7093 -3.7512
H 0.7840 2.1214 0.8340
H -1.3805 3.9388 0.6252
H -1.9747 -5.6916 3.2933
H 5.5734 -3.6342 0.3822
H 1.1299 -3.6977 -6.7520
H -4.3786 -5.3019 5.6725
H 0.3363 -1.1039 -6.9729
H 4.3606 -2.3940 2.2970
H 0.6369 3.6258 3.5946
H -0.5185 -4.9538 3.8792
H 0.9306 0.4080 -6.2675
H 2.6055 5.3369 -5.2142
H 2.5672 -2.1400 -6.0186
H 2.9224 3.6115 -5.3329
H -1.2774 -4.7412 6.8996
H 4.3146 1.6696 2.9239
H 0.0557 -7.4954 7.0755
H 1.8832 -0.4332 -7.4746
H 0.2245 7.8041 -5.3108
H -1.3895 -6.9987 7.9761
H 0.3355 -1.7130 -2.6095
H 0.1504 -6.2050 8.2772
H -0.0863 0.6985 -4.4202
H 0.4899 3.9982 -5.2208
H 1.5593 -4.6016 -5.2874
H -1.1652 3.9479 2.4228
H 0.0756 6.1307 -5.8319
H 3.3611 0.9037 -0.4940
H 2.7127 -0.7085 -5.0662
H -0.0311 -4.8019 -6.0279
H 1.5176 -0.5207 -3.0455
H -4.5765 -6.6568 6.7665
H 3.4567 2.1378 1.4078
H -3.4245 -5.3875 7.1619
H -2.7413 3.7961 -3.2668
H 1.0937 3.0618 -3.8585
H -0.6440 -2.4790 -5.4728
H -0.5859 3.5425 -2.3267
H -3.2017 -7.1632 4.6650
H -3.3684 -3.9844 4.3401
H -0.8786 0.2925 -2.9093
H -1.6802 3.8517 -4.6683
H -2.0360 -3.1697 3.5461
H -1.2601 -0.6291 -4.3582
H 4.5434 -0.2926 -2.3979
H -2.0124 -3.3580 5.2942
H -2.5462 -7.6725 6.1773
H 2.8587 4.1816 1.4077
```

* E_HOMO: -7.98 eV
* F_max: 4.29 eV Å⁻¹
* HOMO-LUMO gap: 7.56 eV



Record 3
Formula: C33H57CeN4OP2
Source: OMol25
Level of theory: the ωB97M-V functional and the def2-TZVPD basis

The geometry in XYZ format:
```
98
Properties=species:S:1:pos:R:3
Ce 0.0269 0.5595 0.9130
P 0.5179 -3.4538 -0.3725
P -1.0970 3.1642 0.3447
O -2.2761 0.4153 3.9983
N 1.0121 -0.7325 -0.2267
N -1.5140 0.5935 -1.3234
N 2.0643 0.3546 2.4550
N 3.4970 0.4039 4.1269
C 0.0153 -3.5329 1.4330
C -2.8574 0.3241 -3.7851
C -2.4267 -0.8241 -3.1316
C 1.0968 3.8951 -1.3325
C 1.1680 0.2905 -2.8662
C 1.5384 3.7611 1.1436
C -0.3106 -2.1565 2.0907
C -1.8845 4.2616 2.7882
C -2.6795 1.5626 -3.1789
C -2.0548 1.6622 -1.9376
C 1.7558 -5.0250 -2.0517
C -1.1753 -4.4639 1.7129
C 0.5140 4.1806 0.0649
C 2.8483 -1.3922 -2.1546
C 2.2994 0.8143 3.6960
C -1.5283 0.4885 3.1072
C -0.1781 -6.1315 -0.8671
C 3.1943 -0.4043 2.1088
C -2.9288 5.2980 0.7503
C 0.2535 5.6869 0.1751
C 1.3858 1.6535 4.5013
C 0.2783 -4.8610 -1.5889
C -3.5964 2.9845 1.4760
C -2.4229 3.9849 1.3722
C 0.9828 -1.9406 -3.7864
C -1.9845 3.0532 -1.3100
C 4.0954 -0.3737 3.1334
C 1.3891 -1.1746 -2.5335
C -1.6712 -0.6515 -1.9305
C 0.5212 -1.5084 -1.2962
C -0.6858 -4.6581 -2.7900
C -0.8543 -1.6551 -1.3557
C 1.3530 -4.0662 2.0068
H -1.3019 -2.6196 -0.9366
H 1.4224 0.9331 -2.0283
H 1.1555 -3.0227 -3.7028
H -0.5819 -2.3392 3.1439
H 1.7867 0.6485 -3.6970
H 0.4704 4.3105 -2.1342
H 0.4306 -6.3608 0.0169
H -4.4040 3.4543 2.0588
H -1.4795 3.7028 -2.0449
H 1.6457 -5.0061 1.5063
H 3.8984 0.6391 5.0353
H -2.7239 -1.8154 -3.5306
H -2.0825 -4.1621 1.1653
H -1.3976 -4.3955 2.7894
H 1.7289 1.6575 5.5488
H 3.0367 -2.4479 -1.9372
H -4.0062 2.7175 0.4936
H 0.5812 -1.4907 2.1206
H 3.2388 -0.8911 1.1456
H 1.2661 -4.2465 3.0865
H 1.3874 2.6906 4.1265
H -0.4826 6.0386 -0.5593
H 2.3579 -5.3964 -1.2089
H -0.0508 -6.9542 -1.5859
H -0.3099 -5.2517 -3.6383
H -3.3925 0.2770 -4.7354
H 1.8276 -5.7422 -2.8798
H 0.1313 0.4775 -3.1346
H -0.9595 -5.5175 1.4961
H 2.1628 -3.3379 1.8228
H 1.8667 2.7063 1.0734
H 2.0885 4.3729 -1.4032
H 1.1967 6.2148 -0.0365
H 0.3589 1.2600 4.4573
H -0.0774 -1.7464 -4.0350
H -2.6780 4.7631 3.3604
H -1.6285 3.3392 3.3268
H -3.2297 5.2007 -0.2990
H -3.8168 5.6239 1.3134
H -1.0095 4.9244 2.7943
H -1.6904 -5.0507 -2.5733
H 5.0642 -0.8252 3.2242
H 3.0487 -0.7953 -1.2615
H 1.6000 -1.6182 -4.6477
H 2.4418 4.3735 1.0096
H -3.0166 3.4469 -1.2397
H -1.2013 -1.6677 1.6407
H -2.1909 6.1031 0.8214
H 3.5469 -1.0690 -2.9365
H -0.0575 5.9938 1.1814
H 1.2451 2.8253 -1.5332
H -3.3017 2.0633 1.9986
H -1.2417 -6.1032 -0.5912
H 2.2116 -4.0805 -2.3815
H -2.9343 2.4933 -3.6823
H 1.1746 3.9400 2.1662
H -0.8068 -3.6242 -3.1294
```

* E_HOMO (alpha / beta): -15.17 / -15.18 eV
* F_max: 6.66 eV Å⁻¹
* charge: +3
* HOMO-LUMO gap (alpha / beta): 4.91 / 4.91 eV
* relative energy (zero: lowest compared OMol25 entry of this formula, charge and spin): 108.09 kcal per mole



Record 4
Formula: C3H7IN2
Source: OMol25
Level of theory: the ωB97M-V functional and the def2-TZVPD basis

The geometry in XYZ format:
```
13
Properties=species:S:1:pos:R:3
I 3.9949 -0.0770 -0.4537
N 0.4477 1.1692 0.7480
N 0.5880 2.2100 0.3072
C 0.3924 -1.4968 -0.3615
C 0.8191 -2.7341 -0.5480
C 0.8511 3.4031 -0.0460
H 3.1772 -0.6308 0.7736
H -0.0079 -1.0169 0.5067
H 1.0265 -2.7897 -1.5865
H 1.4241 3.8371 0.7887
H 0.9715 -3.5508 0.0878
H 0.4716 -0.8711 -1.3156
H 0.5770 3.8697 -0.8907
```

* E_HOMO: -8.76 eV
* F_max: 4.43 eV Å⁻¹
* HOMO-LUMO gap: 9.34 eV
* relative energy (zero: lowest compared OMol25 entry of this formula, charge and spin): 88.34 kcal per mole



- Number 2 is which compound?
  C36H60F13N3O3S